{
  "formula": "CBrCl2NO2",
  "method": "the ωB97M-V functional and the def2-TZVPD basis",
  "charge": 0,
  "gap_ev": [5.20, 5.21],
  "homo_ha": [-0.3442, -0.3443],
  "de_lowest_ev": 3.3184,
  "lumo_ev": [-4.16, -4.16],
  "max_force_ev_per_a": 2.139,
  "spin_multiplicity": 1,
  "elements": ["Br", "Cl", "Cl", "O", "O", "N", "C"],
  "positions_angstrom": [[0.5586, -0.5047, 2.0380], [1.0417, -1.6294, -0.8756], [1.5318, 2.1277, -0.5485], [-1.2294, -0.1180, -1.3298], [-1.3206, 0.7495, 0.6726], [-0.8817, 0.0569, -0.1974], [0.2996, -0.6819, 0.2406]]
}

{
  "formula": "CBrClFO2S",
  "method": "the ωB97M-V functional and the def2-TZVPD basis",
  "charge": -1,
  "gap_ev": [5.48, 7.67],
  "homo_ha": [-0.0857, -0.1997],
  "de_lowest_ev": 0.0000,
  "s_squared": 2.010,
  "lumo_ev": [3.15, 2.23],
  "max_force_ev_per_a": 3.063,
  "spin_multiplicity": 3,
  "elements": ["Br", "Cl", "S", "F", "O", "O", "C"],
  "positions_angstrom": [[0.2537, -0.5985, -0.2933], [-2.5368, -1.8240, -1.7560], [1.9035, 1.5595, 0.9064], [-2.0955, -2.0886, 0.5825], [1.3926, 2.7916, 0.3168], [3.2025, 1.1963, 0.5108], [-2.1200, -1.0363, -0.2672]]
}

{
  "formula": "CBrF4N",
  "method": "the ωB97M-V functional and the def2-TZVPD basis",
  "charge": 0,
  "gap_ev": [6.32, 6.39],
  "homo_ha": [-0.3973, -0.3999],
  "de_lowest_ev": 2.2197,
  "lumo_ev": [-4.49, -4.49],
  "max_force_ev_per_a": 3.190,
  "spin_multiplicity": 1,
  "elements": ["Br", "F", "F", "F", "F", "N", "C"],
  "positions_angstrom": [[2.7861, -0.1326, -0.0237], [-1.8528, -0.1999, 0.0600], [-0.2908, -1.5406, 0.5184], [-0.1999, -0.4382, -1.2576], [-0.0179, 1.8629, -0.0328], [0.1089, 0.8046, 0.7198], [-0.5336, -0.3563, 0.0159]]
}

{
  "formula": "CBrIOS",
  "method": "the ωB97M-V functional and the def2-TZVPD basis",
  "charge": 0,
  "gap_ev": 7.88,
  "homo_ha": -0.3377,
  "de_lowest_ev": 4.9310,
  "lumo_ev": -1.31,
  "max_force_ev_per_a": 9.466,
  "spin_multiplicity": 1,
  "elements": ["I", "Br", "S", "O", "C"],
  "positions_angstrom": [[-1.0159, 1.8439, -1.4780], [1.2863, -1.5068, 1.2335], [1.0855, -0.4976, -0.5723], [-1.0805, -0.1111, 1.1640], [-0.2754, 0.2716, -0.3471]]
}

{
  "formula": "CBrN3O",
  "method": "the ωB97M-V functional and the def2-TZVPD basis",
  "charge": 0,
  "smiles": "[O-][N+]#CBr.N#N",
  "gap_ev": 9.29,
  "homo_ha": -0.3546,
  "de_lowest_ev": 0.3827,
  "lumo_ev": -0.36,
  "max_force_ev_per_a": 2.940,
  "spin_multiplicity": 1,
  "elements": ["Br", "O", "N", "N", "N", "C"],
  "positions_angstrom": [[1.3731, -2.2857, 0.5965], [0.8777, 1.2326, -1.2405], [-1.7178, -0.0592, 0.2742], [-2.1711, 0.2021, 1.2394], [1.1374, 0.1880, -0.7655], [0.7939, -0.7791, -0.1711]]
}

{
  "formula": "CBrO3",
  "method": "the ωB97M-V functional and the def2-TZVPD basis",
  "charge": -1,
  "gap_ev": 6.36,
  "homo_ha": -0.0990,
  "de_lowest_ev": 0.5678,
  "lumo_ev": 3.67,
  "max_force_ev_per_a": 1.662,
  "spin_multiplicity": 1,
  "elements": ["Br", "O", "O", "O", "C"],
  "positions_angstrom": [[1.9389, -1.6255, -0.0299], [-0.5923, 0.4212, -1.3654], [1.2374, -0.4953, 1.1104], [-1.5628, 1.0101, 0.6236], [-1.0212, 0.6895, -0.3387]]
}

{
  "formula": "CCl2F3NS",
  "method": "the ωB97M-V functional and the def2-TZVPD basis",
  "charge": 0,
  "gap_ev": 8.87,
  "homo_ha": -0.3745,
  "de_lowest_ev": 0.0000,
  "lumo_ev": -1.32,
  "max_force_ev_per_a": 4.763,
  "spin_multiplicity": 1,
  "elements": ["Cl", "Cl", "S", "F", "F", "F", "N", "C"],
  "positions_angstrom": [[-2.2981, -1.5276, 0.2240], [-3.2402, 1.4682, 0.2666], [-1.9610, 0.2698, -0.6299], [0.9117, -0.6701, 0.9618], [1.7635, 0.7873, -0.2217], [0.3626, -0.8348, -1.1254], [-0.3648, 1.0697, -0.0174], [0.6233, 0.1414, -0.1004]]
}

{
  "formula": "CCl2FNO",
  "method": "the ωB97M-V functional and the def2-TZVPD basis",
  "charge": 0,
  "gap_ev": [8.27, 8.18],
  "homo_ha": [-0.3200, -0.3263],
  "de_lowest_ev": 0.6930,
  "lumo_ev": [-0.44, -0.70],
  "max_force_ev_per_a": 2.027,
  "spin_multiplicity": 1,
  "elements": ["Cl", "Cl", "F", "O", "N", "C"],
  "positions_angstrom": [[1.8089, 0.2874, 0.3357], [-0.5539, 1.7366, 1.4004], [-0.1433, -0.7921, 1.6451], [0.1788, -0.1523, -1.8851], [-0.6835, -0.3840, -1.1858], [0.1282, 0.2031, 0.8405]]
}

Repeat the eighth record exactly.
{
  "formula": "CCl2FNO",
  "method": "the ωB97M-V functional and the def2-TZVPD basis",
  "charge": 0,
  "gap_ev": [8.27, 8.18],
  "homo_ha": [-0.3200, -0.3263],
  "de_lowest_ev": 0.6930,
  "lumo_ev": [-0.44, -0.70],
  "max_force_ev_per_a": 2.027,
  "spin_multiplicity": 1,
  "elements": ["Cl", "Cl", "F", "O", "N", "C"],
  "positions_angstrom": [[1.8089, 0.2874, 0.3357], [-0.5539, 1.7366, 1.4004], [-0.1433, -0.7921, 1.6451], [0.1788, -0.1523, -1.8851], [-0.6835, -0.3840, -1.1858], [0.1282, 0.2031, 0.8405]]
}

Repeat the third record exactly.
{
  "formula": "CBrF4N",
  "method": "the ωB97M-V functional and the def2-TZVPD basis",
  "charge": 0,
  "gap_ev": [6.32, 6.39],
  "homo_ha": [-0.3973, -0.3999],
  "de_lowest_ev": 2.2197,
  "lumo_ev": [-4.49, -4.49],
  "max_force_ev_per_a": 3.190,
  "spin_multiplicity": 1,
  "elements": ["Br", "F", "F", "F", "F", "N", "C"],
  "positions_angstrom": [[2.7861, -0.1326, -0.0237], [-1.8528, -0.1999, 0.0600], [-0.2908, -1.5406, 0.5184], [-0.1999, -0.4382, -1.2576], [-0.0179, 1.8629, -0.0328], [0.1089, 0.8046, 0.7198], [-0.5336, -0.3563, 0.0159]]
}